# 1
{"formula": "C15H48O12", "method": "the ωB97M-V functional and the def2-TZVPD basis", "energy_ev": -40900.4108, "e_above_lowest_kcal_mol": 0.0, "smiles": "CC(C)O.CC(C)O.CC(C)O.OCCO.OCCO.OCCO.O.O.O", "total_charge": 0, "multiplicity": 1, "molar_mass_g_mol": 420.5, "homo_lumo_gap_ev": 9.453, "lumo_ev": -0.1, "fmax_ha_per_bohr": 0.05992, "species": ["C", "C", "C", "O", "H", "H", "H", "H", "H", "H", "H", "H", "C", "C", "C", "O", "H", "H", "H", "H", "H", "H", "H", "H", "C", "C", "C", "O", "H", "H", "H", "H", "H", "H", "H", "H", "O", "C", "C", "O", "H", "H", "H", "H", "H", "H", "O", "C", "C", "O", "H", "H", "H", "H", "H", "H", "O", "C", "C", "O", "H", "H", "H", "H", "H", "H", "O", "H", "H", "O", "H", "H", "O", "H", "H"], "xyz": [[-0.543, 0.817, 2.714], [-0.753, 1.348, 4.173], [0.184, 2.546, 4.579], [-2.129, 1.715, 4.334], [0.415, 0.347, 2.488], [-0.582, 1.667, 2.034], [-1.302, 0.134, 2.334], [-0.812, 0.496, 4.851], [0.029, 2.990, 5.562], [-0.015, 3.237, 3.759], [1.218, 2.201, 4.602], [-2.665, 0.953, 4.103], [-2.764, -0.907, -0.615], [-3.956, -1.028, -1.696], [-4.577, -2.512, -1.771], [-4.893, -0.171, -1.230], [-1.873, -1.322, -1.086], [-3.095, -1.403, 0.298], [-2.557, 0.096, -0.242], [-3.730, -0.714, -2.715], [-4.742, -2.750, -0.720], [-3.728, -3.119, -2.087], [-5.554, -2.652, -2.232], [-5.649, -0.206, -1.821], [4.711, -0.869, -0.722], [4.964, -2.310, -0.181], [5.189, -2.463, 1.307], [3.800, -2.947, -0.673], [5.542, -0.374, -0.220], [3.742, -0.426, -0.489], [4.816, -0.822, -1.806], [5.792, -2.797, -0.697], [5.201, -3.520, 1.574], [4.459, -1.965, 1.945], [6.176, -2.172, 1.668], [3.082, -2.459, -0.263], [-2.331, 3.638, -3.021], [-2.989, 2.704, -2.194], [-2.397, 2.876, -0.739], [-0.998, 2.572, -0.750], [-1.377, 3.529, -3.033], [-4.070, 2.824, -2.271], [-2.919, 1.650, -2.466], [-2.941, 2.269, -0.015], [-2.555, 3.914, -0.447], [-0.938, 1.832, -1.360], [1.675, 1.843, -0.617], [2.325, 2.442, -1.710], [2.193, 3.917, -1.743], [0.845, 4.433, -1.915], [0.812, 2.260, -0.558], [3.400, 2.260, -1.685], [1.922, 2.010, -2.626], [2.935, 4.220, -2.481], [2.587, 4.299, -0.801], [0.366, 4.076, -1.164], [-2.084, -3.925, 1.996], [-1.158, -2.961, 2.320], [0.256, -3.358, 1.711], [1.278, -2.330, 1.947], [-1.960, -4.710, 2.536], [-1.570, -2.014, 1.972], [-1.150, -2.861, 3.406], [0.183, -3.508, 0.634], [0.601, -4.294, 2.150], [1.098, -1.696, 1.249], [-0.511, 0.668, -2.739], [-1.162, 0.408, -3.390], [0.114, -0.057, -2.720], [1.262, -1.505, -2.878], [0.785, -2.288, -2.603], [2.084, -1.839, -3.236], [0.952, -0.846, -0.273], [1.195, 0.074, -0.378], [0.840, -1.168, -1.167]]}


# 2
{"formula": "C15H48O19P4", "method": "the ωB97M-V functional and the def2-TZVPD basis", "energy_ev": -92378.3107, "e_above_lowest_kcal_mol": 489.3, "total_charge": 0, "multiplicity": 1, "molar_mass_g_mol": 656.4, "homo_lumo_gap_ev": 8.214, "lumo_ev": 0.1, "fmax_ha_per_bohr": 0.33409, "species": ["C", "O", "H", "H", "H", "H", "C", "O", "H", "H", "H", "H", "C", "O", "H", "H", "H", "H", "C", "O", "P", "O", "O", "C", "O", "C", "H", "H", "H", "H", "H", "H", "H", "H", "H", "C", "O", "P", "O", "O", "C", "O", "C", "H", "H", "H", "H", "H", "H", "H", "H", "H", "C", "O", "P", "O", "O", "C", "O", "C", "H", "H", "H", "H", "H", "H", "H", "H", "H", "C", "O", "P", "O", "O", "C", "O", "C", "H", "H", "H", "H", "H", "H", "H", "H", "H"], "xyz": [[1.745, -2.896, -1.243], [1.985, -1.536, -1.462], [2.245, -3.289, -0.357], [0.662, -2.978, -1.150], [2.013, -3.495, -2.113], [1.736, -1.211, -2.330], [0.297, -1.314, 0.549], [-0.038, -0.215, 1.417], [-0.361, -1.250, -0.317], [1.341, -1.337, 0.239], [0.093, -2.245, 1.079], [0.782, -0.045, 1.886], [2.787, -0.119, 2.997], [1.535, 0.251, 2.382], [3.599, 0.563, 2.748], [2.649, -0.076, 4.078], [2.987, -1.129, 2.638], [1.349, 1.190, 2.452], [-0.742, -4.359, 1.200], [-2.134, -3.935, 1.296], [-2.591, -3.105, 2.588], [-2.403, -3.823, 3.871], [-4.101, -2.690, 2.225], [-5.148, -3.641, 2.030], [-1.798, -1.717, 2.350], [-1.551, -0.794, 3.353], [-0.105, -3.677, 1.763], [-0.475, -4.313, 0.145], [-0.702, -5.376, 1.590], [-5.848, -3.668, 2.865], [-4.824, -4.662, 1.828], [-5.852, -3.407, 1.231], [-1.969, 0.161, 3.034], [-0.548, -0.567, 3.715], [-2.131, -0.917, 4.268], [4.860, 3.851, -2.518], [3.802, 2.928, -2.181], [3.959, 1.983, -0.881], [5.048, 0.985, -0.962], [4.124, 2.982, 0.403], [4.175, 2.411, 1.727], [2.518, 1.408, -0.736], [2.264, 0.035, -0.933], [5.552, 3.952, -1.682], [4.529, 4.860, -2.763], [5.411, 3.463, -3.374], [4.885, 2.954, 2.350], [4.498, 1.370, 1.759], [3.218, 2.380, 2.248], [2.119, -0.444, 0.035], [3.015, -0.511, -1.505], [1.353, -0.169, -1.497], [0.811, 1.900, 0.589], [-0.200, 2.288, -0.277], [-0.562, 3.897, -0.442], [-0.905, 4.574, 0.852], [-1.697, 3.870, -1.641], [-3.069, 3.606, -1.272], [0.812, 4.428, -1.220], [1.356, 3.843, -2.411], [1.230, 2.699, 1.201], [1.651, 1.465, 0.046], [0.366, 1.202, 1.298], [-3.481, 2.781, -1.853], [-3.701, 4.459, -1.520], [-3.204, 3.304, -0.233], [2.233, 4.405, -2.733], [0.627, 3.816, -3.221], [1.743, 2.869, -2.113], [-1.449, 1.081, -1.412], [-1.637, -0.205, -2.003], [-3.109, -0.902, -2.044], [-4.272, 0.028, -2.161], [-2.992, -1.918, -3.314], [-1.870, -2.805, -3.525], [-3.116, -1.940, -0.807], [-3.891, -1.701, 0.369], [-0.607, 1.606, -1.864], [-1.208, 1.039, -0.349], [-2.360, 1.677, -1.469], [-2.369, -3.774, -3.545], [-1.138, -2.859, -2.720], [-1.481, -2.585, -4.520], [-4.568, -0.858, 0.231], [-3.263, -1.515, 1.241], [-4.496, -2.597, 0.512]]}


# 3
{"formula": "C15H50N2O17", "method": "the ωB97M-V functional and the def2-TZVPD basis", "energy_ev": -54151.0733, "smiles": "NC(N)=O.OCCO.OCCO.OCCO.OCCO.OCCO.OCCO.OCCO.O.O", "total_charge": 0, "multiplicity": 1, "molar_mass_g_mol": 530.6, "homo_lumo_gap_ev": 10.019, "lumo_ev": 0.2, "fmax_ha_per_bohr": 0.07823, "species": ["N", "C", "N", "O", "H", "H", "H", "H", "O", "C", "C", "O", "H", "H", "H", "H", "H", "H", "O", "C", "C", "O", "H", "H", "H", "H", "H", "H", "O", "C", "C", "O", "H", "H", "H", "H", "H", "H", "O", "C", "C", "O", "H", "H", "H", "H", "H", "H", "O", "C", "C", "O", "H", "H", "H", "H", "H", "H", "O", "C", "C", "O", "H", "H", "H", "H", "H", "H", "O", "C", "C", "O", "H", "H", "H", "H", "H", "H", "O", "H", "H", "O", "H", "H"], "xyz": [[5.912, -0.915, 1.406], [5.706, 0.297, 1.994], [4.620, 0.992, 1.539], [6.448, 0.738, 2.869], [5.466, -1.112, 0.530], [6.624, -1.552, 1.704], [4.655, 1.897, 1.991], [4.120, 0.863, 0.685], [-0.701, -1.680, -0.482], [0.643, -1.303, -0.711], [0.886, 0.119, -0.273], [0.820, 0.271, 1.158], [-1.009, -2.432, -1.012], [1.267, -1.944, -0.070], [0.979, -1.449, -1.739], [0.080, 0.720, -0.706], [1.841, 0.504, -0.627], [1.134, 1.180, 1.302], [-3.370, -0.386, 0.016], [-3.486, 1.018, 0.148], [-4.907, 1.498, 0.066], [-4.851, 2.900, -0.161], [-2.508, -0.659, -0.321], [-2.936, 1.381, 1.023], [-2.963, 1.491, -0.695], [-5.473, 1.192, 0.954], [-5.413, 1.004, -0.772], [-5.710, 3.157, -0.509], [1.239, -6.370, -4.247], [1.641, -5.037, -3.994], [0.504, -4.038, -3.712], [0.975, -2.716, -3.765], [1.425, -6.893, -3.459], [2.600, -4.886, -3.497], [1.913, -4.695, -5.012], [0.176, -4.317, -2.697], [-0.322, -4.199, -4.403], [0.239, -2.129, -3.555], [-0.892, 4.832, 1.013], [-0.966, 3.849, 2.057], [0.318, 3.686, 2.801], [1.332, 3.048, 2.012], [-1.447, 4.558, 0.278], [-1.694, 4.234, 2.773], [-1.286, 2.892, 1.637], [0.151, 3.132, 3.729], [0.747, 4.655, 3.085], [2.086, 2.838, 2.569], [-1.824, -1.560, -3.859], [-2.974, -2.380, -4.101], [-3.861, -2.346, -2.889], [-4.387, -1.019, -2.709], [-2.204, -0.686, -3.692], [-3.498, -2.096, -5.014], [-2.624, -3.406, -4.210], [-3.263, -2.472, -1.978], [-4.549, -3.199, -2.875], [-4.355, -0.886, -1.756], [-0.562, -3.100, 2.027], [-0.671, -2.944, 3.459], [-0.845, -1.484, 3.814], [0.362, -0.771, 3.711], [-1.034, -2.385, 1.581], [-1.523, -3.534, 3.810], [0.271, -3.350, 3.820], [-1.187, -1.389, 4.848], [-1.633, -1.046, 3.182], [0.649, -0.627, 2.790], [1.683, 6.067, 0.543], [2.337, 5.809, -0.693], [2.319, 4.306, -0.990], [1.064, 3.722, -0.888], [0.743, 5.890, 0.400], [1.825, 6.322, -1.523], [3.322, 6.265, -0.790], [3.028, 3.850, -0.282], [2.840, 4.207, -1.948], [0.807, 3.759, 0.042], [-0.866, -4.467, -0.405], [-0.238, -3.795, -0.120], [-1.439, -4.584, 0.361], [1.973, 1.259, 4.789], [2.468, 1.201, 3.967], [1.230, 0.638, 4.662]]}


# 4
{"formula": "C15H56N4O13", "method": "the ωB97M-V functional and the def2-TZVPD basis", "energy_ev": -49034.3068, "e_above_lowest_kcal_mol": 27.2, "total_charge": 0, "multiplicity": 1, "molar_mass_g_mol": 500.6, "homo_lumo_gap_ev": 8.679, "lumo_ev": 0.2, "fmax_ha_per_bohr": 0.19941, "species": ["C", "C", "O", "H", "H", "H", "H", "H", "H", "C", "C", "O", "H", "H", "H", "H", "H", "H", "C", "O", "N", "N", "H", "H", "H", "H", "C", "O", "N", "N", "H", "H", "H", "H", "C", "O", "H", "H", "H", "H", "C", "O", "H", "H", "H", "H", "C", "O", "H", "H", "H", "H", "C", "O", "H", "H", "H", "H", "C", "O", "H", "H", "H", "H", "C", "O", "H", "H", "H", "H", "C", "O", "H", "H", "H", "H", "C", "O", "H", "H", "H", "H", "C", "O", "H", "H", "H", "H"], "xyz": [[17.506, -6.612, 1.230], [18.125, -5.245, 1.501], [17.465, -4.253, 0.717], [17.899, -7.369, 1.931], [17.814, -7.036, 0.228], [16.460, -6.685, 1.335], [19.185, -5.213, 1.512], [17.992, -5.007, 2.584], [17.099, -3.573, 1.291], [16.489, -12.404, -0.072], [15.087, -12.517, 0.517], [14.574, -11.271, 0.868], [17.296, -12.147, 0.589], [16.603, -11.800, -0.990], [16.709, -13.399, -0.438], [15.025, -13.044, 1.489], [14.425, -12.942, -0.225], [13.569, -11.344, 0.839], [17.554, -10.050, 2.739], [18.890, -9.732, 2.945], [16.791, -10.601, 3.653], [16.967, -9.939, 1.594], [17.296, -10.604, 4.544], [15.811, -10.768, 3.681], [17.641, -9.698, 0.898], [16.124, -10.478, 1.314], [18.195, -9.679, 6.533], [19.393, -8.942, 6.646], [17.089, -9.425, 7.106], [18.099, -10.794, 5.866], [17.087, -8.581, 7.656], [16.242, -9.906, 6.799], [17.343, -11.487, 6.141], [18.951, -11.244, 5.571], [20.906, -12.326, 3.255], [20.339, -11.523, 4.275], [21.668, -12.955, 3.766], [21.429, -11.728, 2.503], [20.115, -12.922, 2.837], [19.737, -10.896, 3.826], [17.544, -13.836, 2.432], [17.013, -13.269, 3.634], [16.737, -14.187, 1.817], [18.161, -14.681, 2.532], [18.270, -13.128, 1.958], [16.899, -12.320, 3.576], [14.133, -9.765, 6.269], [12.993, -10.619, 6.491], [14.654, -9.468, 7.159], [13.752, -8.855, 5.799], [14.813, -10.250, 5.538], [12.564, -10.224, 7.291], [13.506, -12.100, 3.576], [13.723, -12.631, 4.834], [12.750, -11.341, 3.623], [13.254, -12.852, 2.800], [14.343, -11.537, 3.328], [13.649, -11.937, 5.534], [13.867, -8.293, 1.673], [14.531, -8.898, 2.797], [12.905, -7.803, 2.013], [13.505, -8.969, 0.860], [14.523, -7.537, 1.167], [15.420, -9.194, 2.537], [21.397, -8.752, 1.893], [21.433, -9.493, 0.703], [20.636, -8.006, 1.924], [22.334, -8.262, 1.879], [21.255, -9.388, 2.765], [22.235, -10.024, 0.682], [18.919, -9.194, -1.594], [18.979, -9.405, -0.178], [18.344, -8.299, -1.733], [18.519, -9.935, -2.225], [19.989, -9.059, -1.891], [19.910, -9.474, 0.139], [15.696, -12.442, 7.566], [16.172, -12.475, 6.248], [16.278, -13.158, 8.111], [14.652, -12.732, 7.763], [15.840, -11.452, 7.996], [16.023, -13.347, 5.913], [15.423, -8.750, -1.400], [15.848, -9.296, -2.640], [15.382, -9.521, -0.698], [14.488, -8.249, -1.513], [16.109, -8.062, -1.036], [16.639, -8.848, -2.947]]}


# 5
{"formula": "C15H57B3BrN24O16", "method": "the ωB97M-V functional and the def2-TZVPD basis", "energy_ev": -157086.9544, "total_charge": 1, "multiplicity": 1, "molar_mass_g_mol": 942.1, "homo_lumo_gap_ev": 8.435, "lumo_ev": -2.3, "fmax_ha_per_bohr": 0.04668, "species": ["N", "B", "O", "N", "C", "N", "C", "N", "O", "B", "O", "O", "C", "Br", "C", "C", "B", "O", "O", "H", "H", "H", "H", "H", "H", "H", "H", "H", "H", "H", "H", "H", "H", "H", "H", "H", "C", "O", "N", "N", "H", "H", "H", "H", "C", "O", "N", "N", "H", "H", "H", "H", "C", "O", "N", "N", "H", "H", "H", "H", "C", "O", "N", "N", "H", "H", "H", "H", "C", "O", "N", "N", "H", "H", "H", "H", "C", "O", "N", "N", "H", "H", "H", "H", "C", "O", "N", "N", "H", "H", "H", "H", "C", "O", "N", "N", "H", "H", "H", "H", "C", "O", "N", "N", "H", "H", "H", "H", "C", "O", "N", "N", "H", "H", "H", "H"], "xyz": [[4.652, 0.768, 3.450], [3.961, 1.369, 2.331], [4.670, 1.858, 1.267], [2.441, 1.470, 2.405], [1.721, 0.704, 1.311], [2.148, 1.090, 0.001], [0.191, 0.721, 1.518], [-0.407, 1.965, 2.043], [-1.589, 1.585, 2.728], [-2.704, 1.661, 1.829], [-3.287, 0.486, 1.409], [-3.146, 2.920, 1.430], [0.400, 2.652, 3.019], [-0.410, 4.334, 3.616], [1.875, 2.842, 2.631], [2.163, 3.923, 1.575], [1.095, 4.154, 0.403], [1.436, 3.752, -0.892], [-0.139, 4.784, 0.550], [4.050, 0.036, 3.824], [5.485, 0.273, 3.125], [5.585, 1.572, 1.375], [2.195, 0.956, 3.255], [2.032, -0.339, 1.471], [1.309, 1.157, -0.561], [2.787, 0.401, -0.365], [-0.106, -0.135, 2.137], [-0.239, 0.531, 0.529], [-2.612, 0.050, 0.777], [-2.599, 3.185, 0.678], [0.397, 2.043, 3.941], [2.347, 3.174, 3.562], [3.143, 3.832, 1.099], [2.213, 4.869, 2.127], [0.595, 3.605, -1.345], [-0.177, 5.476, -0.122], [-2.326, -1.965, -0.450], [-2.048, -0.752, -0.499], [-3.466, -2.429, 0.105], [-1.487, -2.894, -0.964], [-3.700, -3.401, 0.149], [-4.118, -1.760, 0.495], [-0.636, -2.561, -1.379], [-1.670, -3.887, -0.960], [-1.700, -6.848, -1.827], [-1.453, -5.643, -1.844], [-2.842, -7.343, -1.280], [-0.857, -7.771, -2.356], [-3.068, -8.320, -1.257], [-3.490, -6.687, -0.887], [-0.011, -7.438, -2.776], [-1.043, -8.756, -2.357], [-0.275, 1.572, -2.885], [-0.040, 1.155, -1.760], [0.608, 2.328, -3.600], [-1.473, 1.317, -3.470], [0.425, 2.672, -4.525], [1.498, 2.527, -3.174], [-2.132, 0.778, -2.936], [-1.736, 1.648, -4.380], [1.866, -3.735, -3.911], [2.638, -2.829, -4.199], [0.576, -3.504, -3.541], [2.241, -5.044, -3.946], [-0.084, -4.230, -3.309], [0.281, -2.546, -3.508], [3.183, -5.242, -4.225], [1.626, -5.803, -3.730], [7.252, -2.153, 2.982], [6.596, -1.204, 2.558], [7.418, -3.291, 2.260], [7.857, -2.130, 4.199], [7.949, -4.079, 2.580], [6.984, -3.332, 1.357], [7.754, -1.299, 4.751], [8.398, -2.891, 4.564], [2.893, 5.273, 6.893], [3.535, 5.146, 7.918], [3.156, 6.254, 5.977], [1.852, 4.443, 6.571], [2.634, 6.379, 5.130], [3.911, 6.881, 6.182], [1.629, 3.716, 7.225], [1.314, 4.527, 5.729], [-5.575, 3.214, -0.756], [-6.321, 3.799, -1.521], [-4.815, 2.148, -1.157], [-5.426, 3.569, 0.553], [-4.190, 1.647, -0.552], [-4.902, 1.863, -2.113], [-5.966, 4.348, 0.880], [-4.811, 3.098, 1.191], [-2.234, 5.548, -2.852], [-2.747, 6.599, -2.529], [-0.870, 5.370, -2.859], [-2.957, 4.454, -3.237], [-0.420, 4.514, -3.126], [-0.306, 6.156, -2.593], [-3.959, 4.542, -3.250], [-2.542, 3.582, -3.499], [0.853, -6.089, -6.981], [0.179, -6.099, -5.960], [1.706, -5.067, -7.279], [0.801, -7.097, -7.899], [2.266, -5.036, -8.109], [1.769, -4.310, -6.622], [0.180, -7.861, -7.708], [1.342, -7.110, -8.742], [-6.058, -1.859, 2.855], [-5.919, -2.010, 1.650], [-6.033, -0.629, 3.437], [-6.252, -2.909, 3.705], [-6.147, -0.476, 4.421], [-5.889, 0.160, 2.833], [-6.280, -3.826, 3.303], [-6.371, -2.808, 4.695]]}